1.
Below is a structure of composition C34H26Cl2CsIN10O4 at a distorted geometry, with properties calculated with wB97M-V/def2-TZVPD.

Computed properties:
Multiplicity   1
Energy above the lowest of the compared OMol25 structures with the same formula, charge and spin   18.1 kcal/mol
Total charge   -2
E_LUMO   3.28 eV

Last column: Mulliken charge in e.
Element x y z (Å)
Cs (1.05285, 0.08174, -0.17607)  1.171
Cl (6.78518, 3.73875, -4.11147)  -0.278
C (5.51567, 3.40446, -2.95314)  0.142
C (5.13761, 2.08733, -2.74359)  -0.667
C (4.12041, 1.72159, -1.84333)  -0.569
N (3.66279, 0.42247, -1.65120)  0.004
C (4.34273, -0.60739, -2.14830)  0.150
O (5.44528, -0.64091, -2.73584)  -0.846
C (3.69326, -1.99148, -1.96827)  0.259
C (4.44008, -3.11105, -2.33868)  -0.508
C (3.88529, -4.36942, -2.19539)  -0.319
C (2.59827, -4.48767, -1.68951)  -0.696
C (1.91935, -3.32653, -1.35340)  -0.254
N (2.45471, -2.11267, -1.49525)  -0.047
C (3.48519, 2.79233, -1.13756)  0.309
C (3.90850, 4.09981, -1.35003)  -0.102
C (4.90859, 4.42408, -2.25393)  0.042
Cl (5.35897, 6.09975, -2.45846)  -0.280
N (2.48964, 2.57115, -0.17596)  -0.735
C (1.28982, 3.03833, -0.35483)  -0.326
O (0.33311, 2.93150, 0.47537)  -0.829
C (0.87614, 3.61246, -1.69605)  0.809
C (0.63115, 4.97201, -1.87160)  -0.414
C (0.26521, 5.42636, -3.12301)  -0.390
C (0.13370, 4.50760, -4.15600)  -0.477
C (0.36943, 3.17232, -3.87548)  -0.447
N (0.73413, 2.72331, -2.67687)  -0.226
H (5.63891, 1.30618, -3.28941)  0.581
H (5.43507, -2.94894, -2.72608)  0.432
H (4.45238, -5.25228, -2.47036)  0.373
H (2.12591, -5.45129, -1.54648)  0.403
H (0.92332, -3.36565, -0.91836)  0.451
H (3.44371, 4.89074, -0.77608)  0.468
H (0.74437, 5.64618, -1.03277)  0.395
H (0.09183, 6.48173, -3.29782)  0.387
H (-0.14250, 4.81549, -5.15600)  0.385
H (0.26603, 2.42086, -4.65187)  0.389
C (-0.69966, -5.72937, 1.14459)  -0.973
C (-1.55595, -4.72581, 1.85625)  0.631
N (-2.38402, -5.14175, 2.79748)  -0.799
C (-3.13407, -4.23945, 3.44897)  -1.208
C (-3.09284, -2.87851, 3.18997)  0.893
C (-3.90474, -1.93695, 4.03815)  -0.654
O (-4.99342, -1.30348, 3.37349)  -0.554
C (-2.23741, -2.43540, 2.18460)  1.130
C (-1.91979, -1.01302, 1.85586)  -0.681
N (-2.49732, -0.22328, 1.03793)  -0.004
C (-3.55207, -0.68058, 0.23778)  0.181
C (-3.41124, -1.82044, -0.56315)  -0.220
C (-4.43299, -2.21674, -1.40511)  -0.788
C (-5.61547, -1.48828, -1.47738)  -0.518
C (-5.76014, -0.34276, -0.71332)  -0.397
C (-4.72773, 0.06247, 0.12116)  -0.184
I (-4.94262, 1.83829, 1.20297)  0.100
C (-1.41596, -3.34975, 1.47938)  -0.480
O (-0.61757, -2.95194, 0.56555)  -0.835
H (-0.86160, -6.71998, 1.56794)  0.388
H (-0.93040, -5.74414, 0.07509)  0.209
H (0.35523, -5.45514, 1.22198)  0.218
H (-3.79775, -4.62511, 4.21739)  0.299
H (-4.35755, -2.50315, 4.85344)  0.417
H (-3.24534, -1.18095, 4.48605)  0.222
H (-4.64782, -0.81508, 2.61786)  0.392
H (-1.01748, -0.62315, 2.32957)  0.547
H (-2.47232, -2.36386, -0.51086)  0.548
H (-4.30542, -3.10553, -2.01058)  0.409
H (-6.41704, -1.80021, -2.13523)  0.348
H (-6.66565, 0.24652, -0.77038)  0.344
N (-0.57992, 3.02423, 2.91868)  -0.128
C (-0.39134, 2.72382, 4.19504)  0.776
N (-0.94183, 3.58671, 5.12898)  -0.531
N (0.27694, 1.70986, 4.68312)  -0.843
C (0.79354, 0.83210, 3.83495)  0.656
N (1.26188, 0.00915, 3.16790)  -0.573
H (-1.05178, 3.88059, 2.68779)  0.206
H (-0.13773, 2.57712, 2.10075)  0.227
H (-1.79768, 4.03605, 4.84659)  0.219
H (-0.98996, 3.16363, 6.04181)  0.268



2.
Below is a structure of composition C34H26ClCrF3N8O5S at a distorted geometry, with properties calculated with wB97M-V/def2-TZVPD.

Computed properties:
Expectation value of S²   3.7741
Multiplicity   4
Energy above the lowest of the compared OMol25 structures with the same formula, charge and spin   5.4 kcal/mol
Total charge   +1
E_LUMO (alpha / beta)   -3.46 / -3.50 eV

Last column: Mulliken spin population.
Element x y z (Å)
Cr (-0.63962, -0.51417, 0.06587)  3.107
Cl (-4.70282, 5.26865, -1.25541)  0.001
C (-4.02936, 3.70508, -0.93634)  0.004
C (-4.69055, 2.55340, -1.40393)  0.003
C (-4.17530, 1.30608, -1.17611)  -0.005
C (-2.95612, 1.13379, -0.49016)  0.003
O (-2.46685, -0.05878, -0.32768)  -0.013
C (-2.32311, 2.29873, 0.02211)  0.017
C (-1.18650, 2.21660, 0.85389)  0.011
N (-0.57098, 1.12092, 1.21537)  -0.070
C (0.53371, 1.18738, 2.09468)  0.013
C (0.72074, 2.12154, 3.07851)  -0.004
C (1.89161, 2.10382, 3.86252)  -0.001
C (2.86076, 1.16496, 3.65696)  0.000
C (2.68885, 0.18048, 2.65733)  -0.006
C (3.66177, -0.79646, 2.35052)  0.008
C (3.42679, -1.68138, 1.33934)  0.000
C (2.20458, -1.63360, 0.65247)  0.036
N (1.25414, -0.76185, 0.92838)  -0.113
C (1.50566, 0.17805, 1.89969)  0.008
C (-2.87298, 3.57891, -0.23409)  0.002
H (-5.61510, 2.66593, -1.95712)  0.000
H (-4.67206, 0.42080, -1.55293)  0.001
H (-0.80170, 3.16419, 1.22861)  -0.006
H (-0.03161, 2.87765, 3.26444)  0.001
H (2.01919, 2.85108, 4.63526)  0.000
H (3.76520, 1.16170, 4.25219)  0.000
H (4.59207, -0.82008, 2.90677)  0.000
H (4.16387, -2.41493, 1.04162)  0.000
H (2.02299, -2.30739, -0.16974)  -0.001
H (-2.36569, 4.46166, 0.13984)  0.000
C (-0.71724, -1.97601, -5.09770)  0.000
N (-0.60383, -2.55949, -3.75576)  0.000
C (-0.10670, -3.78748, -3.55924)  0.002
C (0.05430, -4.29259, -2.31548)  0.000
C (-0.25024, -3.44952, -1.22467)  0.016
N (-0.70672, -2.20284, -1.37509)  -0.055
C (-0.94230, -1.72285, -2.67379)  -0.002
O (-1.35347, -0.61484, -2.90781)  0.003
N (-0.10682, -3.94212, 0.02631)  0.006
H (-0.70971, -2.77658, -5.83095)  0.000
H (0.10544, -1.28492, -5.26975)  0.000
H (-1.64246, -1.41559, -5.16000)  0.000
H (0.14452, -4.35737, -4.44368)  0.000
H (0.43946, -5.28881, -2.15680)  0.000
H (0.38100, -4.80986, 0.15962)  0.000
H (-0.19528, -3.32740, 0.81579)  0.004
F (2.93568, 1.33121, -0.45968)  0.000
C (2.79639, 1.42087, -1.80230)  0.002
F (3.89927, 0.93792, -2.35938)  0.000
F (2.67012, 2.70059, -2.12441)  0.000
S (1.31293, 0.45419, -2.34941)  0.001
O (0.94199, 1.00059, -3.61443)  -0.002
O (1.74903, -0.92378, -2.33094)  0.005
O (0.35607, 0.76175, -1.24069)  0.013
N (-4.09171, -5.49017, 3.90470)  0.000
C (-4.30345, -6.24158, 5.03833)  0.002
C (-5.10540, -7.35363, 5.29534)  -0.001
C (-5.04279, -7.87232, 6.57009)  0.002
C (-4.21208, -7.30792, 7.55911)  -0.001
C (-3.42006, -6.21367, 7.29838)  0.001
C (-3.46367, -5.67311, 6.00886)  0.000
N (-2.77004, -4.61128, 5.46920)  0.003
C (-3.16745, -4.52818, 4.23075)  0.002
C (-2.64032, -3.54941, 3.28660)  0.003
C (-3.14603, -3.37361, 1.99947)  -0.007
C (-2.54763, -2.47276, 1.14846)  0.030
N (-1.47860, -1.73969, 1.49810)  -0.051
C (-1.03682, -1.85560, 2.76324)  0.037
C (-1.57251, -2.73719, 3.66863)  0.000
H (-4.54155, -5.62636, 3.01753)  0.000
H (-5.74616, -7.78617, 4.53602)  0.000
H (-5.64453, -8.73734, 6.81919)  0.000
H (-4.20160, -7.75126, 8.54677)  0.000
H (-2.78375, -5.77620, 8.05751)  0.000
H (-4.01405, -3.91894, 1.65300)  0.000
H (-2.92817, -2.30912, 0.15005)  -0.005
H (-0.21633, -1.21326, 3.05222)  -0.008
H (-1.18307, -2.80936, 4.67502)  0.000



3.
Below is a structure of composition C34H26N2O5PPd at a distorted geometry, with properties calculated with wB97M-V/def2-TZVPD.

Computed properties:
Multiplicity   1
Energy above the lowest of the compared OMol25 structures with the same formula, charge and spin   76.0 kcal/mol
Total charge   +1
E_LUMO (alpha / beta)   -5.02 / -5.19 eV

Last column: Mulliken charge in e.
Element x y z (Å)
Pd (0.37951, 0.30832, -0.09462)  0.422
C (-3.72044, -2.11367, -0.19520)  -0.348
O (-3.10698, -3.39875, 0.08826)  -0.382
C (-1.87171, -3.58643, 0.41736)  1.026
C (-1.39879, -4.89415, 0.40294)  -0.950
C (-0.12795, -5.18967, 0.85692)  -0.404
C (0.74780, -4.21343, 1.34941)  -0.818
C (0.38948, -2.87838, 1.37442)  0.669
C (1.29575, -1.91295, 1.85685)  -0.861
N (1.18984, -0.62357, 1.61389)  0.431
N (2.03723, 0.16470, 2.25466)  -0.785
C (1.93742, 1.45408, 1.84724)  0.590
O (1.16015, 1.84808, 0.92290)  -0.488
C (2.77969, 2.44636, 2.52732)  0.520
C (2.69698, 3.78482, 2.13961)  -0.450
C (3.48638, 4.73169, 2.76569)  -0.764
C (4.35849, 4.34830, 3.77779)  -0.377
C (4.44146, 3.01806, 4.16693)  -0.693
C (3.65422, 2.06470, 3.54522)  -0.236
C (-0.99671, -2.48909, 0.97935)  1.139
O (-1.46638, -1.39952, 1.21592)  -0.607
H (-4.54334, -2.36232, -0.85624)  0.286
H (-3.01456, -1.45072, -0.67655)  0.072
H (-4.07838, -1.69383, 0.74077)  0.318
H (-2.05815, -5.66410, 0.02739)  0.499
H (0.21043, -6.21659, 0.81814)  0.424
H (1.73564, -4.50368, 1.68193)  0.465
H (2.16663, -2.24934, 2.41438)  0.436
H (2.00744, 4.06934, 1.35630)  0.428
H (3.42321, 5.77006, 2.46956)  0.414
H (4.97494, 5.09126, 4.26656)  0.397
H (5.12055, 2.72662, 4.95648)  0.406
H (3.70681, 1.02595, 3.83741)  0.446
O (-2.08290, -2.51226, -1.18702)  -0.678
C (-1.42186, -1.53614, -1.51551)  -0.100
O (-0.24676, -1.31286, -1.01719)  -0.864
C (-1.97674, -0.60092, -2.57305)  0.267
C (-3.02344, -1.10595, -3.33847)  -0.736
C (-3.57922, -0.36637, -4.36969)  -0.805
C (-3.10451, 0.90537, -4.64634)  -0.783
C (-2.07367, 1.43017, -3.88396)  -0.666
C (-1.50104, 0.68782, -2.85477)  0.546
P (-0.18069, 1.47101, -1.90110)  2.053
C (1.25654, 1.60223, -2.97944)  0.492
C (2.32564, 2.40242, -2.56736)  -0.405
C (3.47607, 2.46324, -3.33251)  -0.786
C (3.57021, 1.72160, -4.50507)  -0.513
C (2.51674, 0.91658, -4.90867)  -0.816
C (1.35907, 0.85130, -4.14560)  -0.452
C (-0.69754, 3.14840, -1.48903)  0.817
C (-0.46204, 4.21767, -2.35251)  -0.126
C (-0.91142, 5.48634, -2.02051)  -0.812
C (-1.59445, 5.69089, -0.82956)  -0.505
C (-1.82776, 4.62936, 0.03430)  -0.766
C (-1.37862, 3.36048, -0.29227)  -0.713
H (-3.38666, -2.09810, -3.11097)  0.607
H (-4.38647, -0.78300, -4.95719)  0.427
H (-3.53882, 1.49112, -5.44521)  0.458
H (-1.71711, 2.43338, -4.08404)  0.454
H (2.25203, 2.97211, -1.64774)  0.467
H (4.30281, 3.08588, -3.01770)  0.439
H (4.47064, 1.77207, -5.10280)  0.406
H (2.59241, 0.33665, -5.81856)  0.432
H (0.53900, 0.21900, -4.46159)  0.387
H (0.08227, 4.06284, -3.27624)  0.427
H (-0.72612, 6.31488, -2.69089)  0.442
H (-1.94202, 6.68242, -0.57125)  0.420
H (-2.35341, 4.79332, 0.96535)  0.442
H (-1.54563, 2.53447, 0.38955)  0.317



4.
Below is the ion C34H26NO with charge -1 at a distorted geometry, with properties calculated with wB97M-V/def2-TZVPD.

Computed properties:
Structure (SMILES)   C[C@](C#N)(c1ccccc1)[C@H](c1ccccc1)c1cc(-c2ccccc2)c([O-])c(-c2ccccc2)c1
Multiplicity   1
Total charge   -1
E_LUMO   2.60 eV

Last column: Mulliken charge in e.
Element x y z (Å)
C (-3.56882, 1.97488, 0.64277)  -1.640
C (-2.51061, 0.90447, 0.31864)  2.733
C (-2.73662, 0.50741, -1.08014)  -0.660
N (-3.06156, 0.14556, -2.14308)  -0.787
C (-2.79518, -0.33501, 1.21890)  -0.802
C (-2.96593, -0.17598, 2.60432)  0.197
C (-3.27599, -1.27702, 3.40732)  -1.131
C (-3.31669, -2.56137, 2.85185)  -0.163
C (-3.16969, -2.72363, 1.47401)  -0.927
C (-2.90678, -1.60736, 0.66381)  0.502
C (-1.10504, 1.44954, 0.44670)  0.461
C (-1.03501, 2.76893, -0.32314)  -0.203
C (-1.17199, 2.81621, -1.71014)  -0.024
C (-1.13379, 4.04296, -2.38950)  -1.093
C (-1.06566, 5.23472, -1.67080)  -0.431
C (-0.97819, 5.18816, -0.27711)  -0.756
C (-0.96886, 3.96482, 0.39629)  -0.147
C (0.01559, 0.49366, 0.03691)  -0.523
C (0.22710, -0.64149, 0.83139)  -1.576
C (1.33027, -1.46615, 0.71547)  0.038
C (1.46980, -2.66544, 1.55109)  0.012
C (0.31771, -3.33164, 2.02643)  -0.035
C (0.42154, -4.45058, 2.85239)  -0.530
C (1.67982, -4.95178, 3.20628)  -0.374
C (2.83239, -4.31896, 2.72658)  -0.675
C (2.72435, -3.19199, 1.92022)  -0.404
C (2.41033, -1.07387, -0.21356)  0.580
O (3.55613, -1.56668, -0.13834)  -0.924
C (2.06724, -0.02754, -1.20079)  -0.065
C (2.94820, 0.22137, -2.34474)  0.349
C (2.45322, 0.82783, -3.52895)  -0.480
C (3.28833, 1.00718, -4.63182)  -0.671
C (4.63693, 0.64066, -4.57596)  -0.335
C (5.14302, 0.06954, -3.40495)  -0.618
C (4.31359, -0.12050, -2.31004)  -0.294
C (0.94311, 0.75375, -0.98316)  -0.384
H (-3.67439, 2.16843, 1.71536)  0.303
H (-3.32785, 2.92171, 0.15003)  0.472
H (-4.52099, 1.59498, 0.25409)  0.422
H (-2.91136, 0.82276, 3.03854)  0.316
H (-3.47639, -1.13087, 4.47023)  0.348
H (-3.44505, -3.43991, 3.49127)  0.415
H (-3.23759, -3.70695, 1.00079)  0.336
H (-2.82567, -1.75951, -0.41382)  0.275
H (-0.95459, 1.65905, 1.51757)  0.743
H (-1.27300, 1.89823, -2.29356)  0.351
H (-1.20590, 4.04650, -3.47801)  0.385
H (-1.11169, 6.19380, -2.19099)  0.370
H (-0.96171, 6.10824, 0.30400)  0.369
H (-0.92208, 3.91463, 1.48816)  0.352
H (-0.50039, -0.85172, 1.61038)  1.146
H (-0.66561, -2.97123, 1.71250)  0.122
H (-0.49013, -4.92569, 3.21425)  0.359
H (1.76138, -5.83169, 3.84204)  0.346
H (3.82264, -4.69039, 2.97898)  0.371
H (3.61920, -2.70866, 1.54079)  0.397
H (1.40362, 1.12935, -3.58989)  0.377
H (2.88427, 1.44046, -5.54358)  0.355
H (5.29237, 0.78330, -5.43163)  0.346
H (6.18172, -0.23302, -3.31491)  0.367
H (4.69669, -0.57230, -1.40077)  0.406
H (0.83023, 1.61584, -1.63700)  0.729



no.,electronic energy (a.u.)
1,-3398.16432
2,-4327.99406
3,-2265.78849
4,-1441.27892